12
Properties=species:S:1:pos:R:3:forces:R:3 method="wB97M-V/def2-TZVPD" e_above_lowest_kcal_mol=95.6 gap_ev="8.236 / 8.390" energy_ev=-13304.2130 total_charge=0
O -1.819 0.694 0.308 0.6 -2.3 -0.2
O 0.542 3.694 1.250 -0.7 -0.5 1.9
O 0.815 4.710 -0.765 -0.2 1.6 -2.0
O -0.876 2.280 -0.963 0.3 0.6 -0.3
N 0.413 -0.877 0.342 -0.4 -0.7 1.0
N -0.818 1.117 -0.657 1.1 -1.6 1.6
C 0.588 4.259 0.256 0.9 -1.1 0.0
C 0.533 0.292 -0.235 0.6 1.9 -4.7
H -0.298 -0.765 1.002 -1.3 -0.4 1.7
H -2.375 1.369 0.668 -0.1 1.6 -0.2
H 1.229 0.360 -1.184 -1.3 0.0 2.1
H 0.617 -1.866 0.194 0.4 0.8 -1.0